Formula: C24H63Li3N4O3
Source: the Open Molecules 2025 dataset
Level of theory: ωB97M-V/def2-TZVPD

Geometry as XYZ:
```
97
Properties=species:S:1:pos:R:3:forces:R:3:mulliken_charge:R:1
Li 10.077610 2.920520 17.530720 -0.56 -2.00 0.63 0.6600
Li 11.668650 1.790000 16.522020 -1.34 -2.52 1.07 0.2559
Li 9.768900 2.017430 15.551510 -1.12 -1.18 2.09 0.5422
O 10.929370 1.662450 17.894190 1.32 -2.41 8.03 -0.5958
H 11.383410 1.204200 18.627930 -0.81 0.21 -0.32 0.0426
O 10.566680 0.810630 15.955610 0.34 -7.60 -3.64 -0.9984
H 11.277010 0.169130 15.759530 -1.34 0.03 0.20 0.0349
O 10.915290 3.007080 16.204450 -2.70 7.29 -4.81 -0.8743
H 10.521260 3.572840 15.512220 3.16 -2.39 2.52 -0.1393
C 10.846980 5.282390 11.825580 0.72 -0.54 -1.43 -2.2300
C 12.115160 4.713190 12.445910 -1.96 1.96 -0.06 0.2653
N 12.736990 5.742280 13.272220 1.17 -0.59 -1.39 0.0843
C 11.828110 6.405250 14.238300 0.93 -1.41 0.20 -2.2495
C 11.206540 5.419020 15.273540 2.12 3.12 -2.03 0.6114
C 13.926920 5.072790 13.869330 0.66 1.71 1.48 -0.2703
C 15.025280 4.432070 12.974870 -0.89 0.21 -0.51 -1.6754
H 10.160250 5.692330 12.566160 1.59 0.85 -1.00 0.3548
H 10.371170 4.438410 11.326180 -0.45 0.00 0.05 0.6425
H 10.984290 5.951440 10.976100 0.47 0.54 0.34 0.4294
H 11.899100 3.903710 13.143160 -0.97 1.81 -2.72 0.3325
H 12.762860 4.323830 11.660420 0.32 0.21 0.12 0.8414
H 12.393610 7.194670 14.733400 0.43 -0.30 0.37 0.5462
H 11.034190 7.010730 13.801060 0.02 -0.40 -0.68 0.3774
H 11.922910 4.728920 15.719280 0.16 1.30 -0.12 0.3383
H 10.782770 6.121480 15.991220 -0.18 -0.41 -0.43 0.8659
H 10.507940 4.709530 14.830040 1.90 3.43 -0.90 0.9538
H 13.699000 4.305700 14.609410 -0.04 0.27 0.08 0.5765
H 14.271050 5.911040 14.475160 1.06 -0.15 0.11 0.5309
H 14.795970 3.385060 12.776650 -0.33 -0.03 -0.13 0.3092
H 16.023750 4.362450 13.406500 -0.16 0.58 0.41 0.3694
H 15.095910 4.920430 12.002960 0.11 0.17 0.03 0.3870
C 8.490160 4.756020 13.482730 -0.44 -1.20 0.43 -1.8245
C 8.851450 3.746310 14.580700 -1.13 -4.14 -6.48 0.3187
N 9.133140 2.386010 14.110850 -1.55 -0.02 -4.33 0.6139
C 10.226510 2.280690 13.129230 -2.24 0.07 -0.74 0.0550
C 10.724170 0.845640 12.821850 -0.95 0.29 -1.09 -1.5390
C 7.932050 1.628030 13.760710 -0.87 0.07 0.05 -0.5914
C 7.701830 0.332440 14.549620 0.55 0.15 -0.12 -1.4502
H 7.669730 4.276160 12.949120 -0.41 0.49 -0.03 0.5349
H 9.294970 4.855880 12.754440 -1.64 -0.78 1.11 0.2863
H 8.230240 5.716280 13.928200 -0.17 0.04 -0.29 0.4522
H 9.774940 4.049450 15.074030 -4.21 -0.39 -1.08 -1.1762
H 7.987170 3.680700 15.241620 -0.54 -3.01 -2.45 1.1913
H 10.097790 2.858810 12.214190 -0.82 -0.48 -0.35 0.3693
H 11.063590 2.753470 13.642920 -4.03 1.45 -2.55 -1.1054
H 9.900420 0.265400 12.406100 0.02 -0.15 -0.05 0.4305
H 11.471980 0.966370 12.038070 -0.15 -0.22 -0.24 0.5612
H 11.191410 0.253350 13.608600 -0.38 0.48 0.29 0.0122
H 7.902520 1.366170 12.703040 0.33 0.10 -0.17 0.6199
H 7.088120 2.307170 13.881830 -0.31 -0.05 0.09 0.5032
H 8.668290 -0.156110 14.673620 -0.05 -0.27 -0.15 0.1917
H 7.003020 -0.283530 13.983630 0.00 -0.14 0.16 0.4171
H 7.341170 0.449930 15.571500 -0.19 0.32 -0.03 0.3602
C 8.238840 2.669330 20.021200 0.44 -0.16 -0.25 -1.4467
C 9.302220 3.751380 19.744940 0.07 0.33 0.49 -0.4408
N 9.428680 4.168850 18.330460 -3.26 0.62 2.50 0.2980
C 8.111170 4.469860 17.797320 -0.56 0.82 -0.12 -1.6202
C 8.109740 5.024660 16.399480 -0.06 3.09 2.01 -0.8226
C 10.517030 5.014080 17.898840 -0.22 -0.26 1.46 0.3113
C 11.815740 4.569350 18.579440 -0.33 1.14 0.48 -2.2511
H 7.207750 2.964610 19.826860 0.13 0.11 -0.42 0.3524
H 8.186940 2.368350 21.067540 0.57 0.19 0.15 0.3923
H 8.533140 1.785150 19.455770 -0.36 -0.15 -0.15 0.2975
H 9.066290 4.592440 20.396910 -0.06 0.60 0.01 0.4177
H 10.279570 3.399330 20.075020 -0.17 -0.23 -0.07 0.2170
H 7.457280 3.599420 17.850630 0.27 -0.46 -0.25 0.7644
H 7.532640 5.175430 18.393620 0.17 0.46 0.72 0.4393
H 8.602840 4.363090 15.687240 -0.15 4.30 5.24 -0.8799
H 7.089180 5.167590 16.044290 -0.31 -0.33 -0.06 0.6841
H 8.524170 6.027340 16.294710 0.17 0.28 0.60 0.5737
H 10.199200 6.021020 18.169330 0.61 0.76 -0.30 0.9724
H 10.617530 4.834950 16.828370 -0.51 0.39 2.20 -0.7062
H 12.680010 5.026810 18.097920 -0.07 0.16 -0.01 0.4865
H 11.941800 3.488070 18.524400 -0.84 0.90 0.63 0.4730
H 11.817490 4.907520 19.615660 0.09 -0.04 0.10 0.5206
C 13.550890 -0.639600 16.392690 1.21 -1.79 1.49 -1.4366
C 14.136340 0.712760 16.705810 -0.80 -1.17 -1.17 -0.5253
N 13.143490 1.637940 16.153190 7.27 0.18 -0.78 0.9819
C 13.537240 1.723590 14.746930 -0.86 0.07 -0.19 -1.4939
C 12.434640 2.417830 13.962620 5.08 -1.36 2.72 0.6264
C 13.242170 2.904330 16.896500 2.44 0.61 -0.55 -0.7310
C 14.664350 3.420730 17.059240 -0.04 -0.77 0.37 -2.1237
H 14.305720 -1.284110 16.843170 -0.26 -0.80 0.34 0.5684
H 13.448430 -1.110230 15.414880 -0.16 0.97 -0.39 0.2869
H 12.628600 -0.712980 16.968960 -0.04 -0.33 -0.16 0.3478
H 14.342500 0.673290 17.775410 -0.66 0.79 0.19 0.4635
H 15.118010 0.836760 16.248590 0.21 0.14 -0.17 0.4337
H 13.586250 0.713350 14.340600 -0.12 -0.16 0.16 0.6323
H 14.570410 2.061800 14.667760 0.10 0.67 -0.35 0.6406
H 12.612070 2.270710 12.897270 -0.11 -0.17 0.22 1.1293
H 12.407060 3.499000 14.098340 0.90 -1.58 1.64 -1.3142
H 11.451570 2.080420 14.290990 3.95 -2.18 2.30 -0.1245
H 12.725840 3.701470 16.361640 0.26 -0.97 0.75 -0.7074
H 12.803230 2.650250 17.861310 0.47 0.08 -0.88 1.7179
H 14.632670 4.508760 17.116580 0.47 -0.08 -0.08 0.3667
H 15.102750 2.988920 17.958930 0.27 0.30 0.08 0.4764
H 15.236200 3.029190 16.217950 0.38 0.68 -0.03 0.2024
```
Positions in Å, forces in eV/Å.

Summary:
E_LUMO = 0.35 eV
HOMO = -6.53 eV
orbital gap = 6.88 eV
molecular weight = 476.616 g mol⁻¹


Formula: C24H63Li4N7O13
Source: the Open Molecules 2025 dataset
Level of theory: ωB97M-V/def2-TZVPD

Geometry as XYZ:
```
111
Properties=species:S:1:pos:R:3:forces:R:3:mulliken_charge:R:1
Li -3.373609 -3.458383 3.307114 0.24 0.43 0.40 0.8680
Li 1.710561 -5.090673 5.378044 -0.39 0.73 0.15 0.6436
Li 0.833631 -6.460143 1.318644 0.33 1.47 -0.12 0.6912
Li 6.403301 -6.159663 3.578394 -0.35 0.29 -0.10 0.5678
O 0.485851 -3.520733 8.371694 -2.70 1.37 -0.24 -0.6996
C -0.650049 -2.641613 8.099164 2.40 -2.01 -0.52 -0.3161
C -2.204489 -3.206653 8.051234 -0.67 -2.28 -2.72 -0.2933
O -2.480449 -4.132053 7.000164 1.02 0.80 0.67 -0.7501
H -0.391039 -2.279433 7.104254 -0.87 0.30 -0.52 0.1684
H -0.646139 -1.759533 8.739484 -0.21 -0.05 0.73 0.2523
H -2.969419 -2.467343 7.813724 0.63 1.45 0.56 0.1793
H -2.544209 -3.699793 8.961994 0.78 0.06 0.72 0.2444
O 0.164571 -3.202503 1.245454 -0.02 -0.13 1.35 -0.8407
C 1.299171 -2.443093 0.931944 -0.41 -1.76 -1.08 -0.3480
C 2.693181 -2.634783 1.674224 -1.01 0.15 1.60 -0.1445
O 3.036461 -3.871043 2.077534 0.40 -2.76 -0.11 -0.8648
H 1.105211 -1.373393 0.853094 -0.10 0.56 0.48 0.2271
H 1.406001 -2.781573 -0.098646 1.18 0.28 -0.83 0.1320
H 2.655361 -2.091683 2.618534 -0.62 1.17 0.41 0.1367
H 3.518891 -2.136773 1.165994 0.02 0.29 -1.12 0.1309
C 4.967511 2.667867 7.413614 3.10 3.60 -0.17 0.6249
O 5.764401 3.585787 7.352414 1.05 0.96 -0.47 -0.6802
N 4.296341 2.421857 8.459994 -2.84 -0.81 5.82 -0.3937
N 4.677901 1.866217 6.483484 -0.75 -4.54 -6.63 -0.3599
H 3.829751 1.526537 8.488284 -0.01 0.38 0.84 0.1935
H 4.706291 2.851247 9.277104 -0.58 -0.34 0.25 0.2416
H 4.124531 1.030777 6.609614 0.05 0.36 0.09 0.1605
H 5.182471 1.866097 5.608544 -0.05 0.36 0.27 0.2131
C -3.753189 -4.203033 -4.210476 0.70 -1.16 1.22 0.6613
O -3.157409 -5.216703 -3.979296 1.30 -3.04 -0.55 -0.6581
N -3.550279 -3.226553 -3.331856 -1.20 2.82 -0.05 -0.3947
N -4.646899 -4.093643 -5.195346 -1.45 1.15 -1.41 -0.3842
H -2.839099 -3.341363 -2.623946 -0.27 0.14 -0.32 0.2235
H -4.066619 -2.374623 -3.498296 0.56 0.23 0.71 0.1569
H -4.779899 -4.839493 -5.863276 0.33 0.08 0.43 0.2235
H -5.072799 -3.207613 -5.426956 0.12 -0.23 0.04 0.1742
C -6.628439 -3.585783 1.304124 1.19 -1.20 1.21 -0.7912
O -6.099799 -2.565613 2.125914 -0.35 1.88 -0.83 -0.2576
C -7.069979 -1.530193 2.269164 -0.04 1.42 2.15 -0.6051
C -6.585979 -0.377783 3.255034 -0.35 -1.47 -0.55 -0.4130
N -5.194619 -0.122133 3.060314 0.86 0.63 1.79 -0.1842
C -4.691769 1.053397 3.877734 2.25 -2.35 -2.76 -0.9839
C -5.185179 2.363777 3.486114 -1.62 1.46 1.20 -0.4355
O -6.451489 2.508287 4.131724 -1.02 0.53 -0.50 -0.3098
C -7.059409 3.743787 3.815074 1.01 1.30 0.92 -0.8461
H -7.223359 -3.337653 0.425144 0.08 0.50 0.17 0.3014
H -7.158889 -4.216743 2.017294 -0.61 -0.44 -0.55 0.3496
H -5.714349 -4.109683 1.024734 -0.32 -0.44 -0.59 0.2161
H -7.968769 -1.982563 2.688254 -0.24 0.01 0.12 0.4027
H -7.394219 -1.015433 1.364744 0.52 -0.44 -0.68 0.3492
H -6.691839 -0.656523 4.303454 -0.22 -0.36 0.07 0.2549
H -7.183139 0.528877 3.157664 -0.44 -0.16 -0.46 0.2203
H -4.876429 -0.157773 2.102404 -0.04 0.54 0.06 0.2710
H -3.656059 1.097777 3.540924 0.47 -0.13 0.21 0.4173
H -4.587849 0.897907 4.951574 -0.80 -0.26 -0.07 0.2891
H -5.297309 2.576627 2.422994 0.14 -0.46 -0.30 0.3112
H -4.500129 3.110677 3.887304 0.13 0.37 0.07 0.5038
H -7.165879 3.981497 2.756644 -0.32 -0.56 -0.24 0.3282
H -6.408319 4.531937 4.193224 0.58 0.33 -0.12 0.3376
H -7.940949 4.011557 4.397574 -0.45 -1.09 -0.26 0.2863
C -0.121799 6.941787 -6.590786 -0.97 -1.47 1.04 -0.7828
O 0.362681 6.236077 -5.371306 -1.12 -0.15 -1.31 -0.3137
C -0.319539 4.981857 -5.044426 0.58 0.92 1.82 -0.5947
C 0.242611 4.415307 -3.703216 -0.34 1.29 -0.50 -0.7320
N 0.160921 5.385447 -2.535466 -0.90 -1.16 -3.19 -0.3155
C 1.049831 4.945807 -1.527216 -0.12 1.26 2.96 -0.4648
C 0.519071 5.349707 -0.071166 0.75 -0.19 -0.16 -0.7730
O 0.984971 6.614667 0.443584 -0.37 0.63 -0.69 -0.4069
C 0.259141 7.736257 -0.074316 -0.17 -0.18 -1.26 -0.7226
H 0.034761 6.352307 -7.494166 1.11 0.17 -0.07 0.3049
H 0.174961 7.990197 -6.620406 0.74 -0.46 0.13 0.2703
H -1.209019 6.984787 -6.655636 -0.44 0.02 0.86 0.3230
H -0.241769 4.179397 -5.777966 0.15 0.32 -0.43 0.3699
H -1.358729 5.122547 -4.747126 -0.40 0.59 -0.78 0.3350
H 1.264771 4.081467 -3.881696 0.17 -0.16 0.20 0.4286
H -0.423369 3.574797 -3.507986 0.29 -0.28 0.25 0.3629
H 0.407541 6.265597 -2.965136 0.24 0.32 0.39 0.2724
H 2.019341 5.443117 -1.555976 0.41 -0.21 -0.26 0.2729
H 1.187211 3.866097 -1.585806 -0.05 0.03 0.19 0.5421
H 0.885721 4.618967 0.649724 0.21 0.01 -0.01 0.3265
H -0.567219 5.333477 0.017244 -0.19 -0.06 -0.47 0.4336
H 0.593341 8.155407 -1.023386 0.93 -0.64 -0.60 0.2382
H 0.289411 8.676937 0.475514 -0.09 -0.71 1.20 0.2898
H -0.743809 7.428327 -0.369906 -0.43 0.10 0.69 0.3359
C 7.292491 -0.564833 -1.306616 -1.53 0.50 0.60 -0.6654
O 7.834631 -1.175053 -2.404676 1.97 -0.43 -1.14 -0.4450
C 6.892121 -1.956383 -3.121886 0.02 1.49 -0.07 -0.2260
C 6.057691 -0.967803 -3.970836 -0.37 -0.66 -1.77 -0.8346
N 5.561741 -1.502893 -5.280676 0.99 2.52 0.40 -0.2899
C 4.865441 -2.695223 -5.266446 -2.19 -1.53 -0.03 -0.2969
C 4.431811 -3.151843 -6.655876 -1.23 0.01 -0.90 -0.7937
O 3.256071 -2.509593 -7.340696 1.72 0.17 0.26 -0.3838
C 2.081421 -2.490143 -6.571046 0.36 -0.02 0.81 -0.6837
H 6.955341 -1.400323 -0.693116 -0.42 0.55 0.90 0.2832
H 6.477261 0.083967 -1.626916 -0.75 -0.21 0.19 0.2535
H 7.884241 0.176717 -0.769926 0.99 -0.70 -0.15 0.2897
H 6.273931 -2.507523 -2.413236 -0.05 -0.38 -0.05 0.2997
H 7.496871 -2.603043 -3.757646 -0.25 -0.16 -0.03 0.2999
H 6.693731 -0.112423 -4.198626 0.18 -0.13 -0.07 0.4277
H 5.197501 -0.529993 -3.464406 -0.08 -0.39 0.28 0.3243
H 6.224281 -1.510183 -6.042976 0.43 0.33 0.35 0.2839
H 3.923441 -2.601703 -4.726096 0.03 0.08 0.65 0.2989
H 5.442611 -3.487693 -4.790036 -0.09 -0.72 -0.02 0.3039
H 4.123571 -4.196033 -6.708246 0.42 -0.28 0.59 0.3963
H 5.317691 -3.037913 -7.280666 -0.38 0.18 -0.66 0.3401
H 1.956701 -3.446483 -6.063166 -0.18 -0.19 0.21 0.3204
H 1.168161 -2.294173 -7.132886 0.41 -0.08 -0.63 0.2569
H 2.133761 -1.698423 -5.823696 -0.02 0.04 0.29 0.2387
O 0.840801 -7.725193 -2.112126 0.08 0.00 0.42 -0.6410
H 0.156931 -7.127923 -2.415166 -0.22 0.25 -0.14 0.3363
H 1.007071 -8.298923 -2.860066 0.08 -0.17 -0.15 0.3076
```
Positions in Å, forces in eV/Å.

Summary:
E_LUMO = -2.62 eV
HOMO = -4.50 eV
orbital gap = 1.87 eV
molecular weight = 685.568 g mol⁻¹


- Which of these has the highest HOMO?
  C24H63Li4N7O13